C29H35IrN7P2 as an isolated structure, computed with ωB97M-V/def2-TZVPD.

Its HOMO-LUMO gap (alpha / beta) is 5.3 / 3.7 eV. The LUMO energy (alpha / beta) is -6.3 / -9.5 eV. Its energy above the lowest of the compared OMol25 structures with the same formula, charge and spin is 0.0 kcal/mol. The spin multiplicity is 6. The calculation puts the largest force on an atom at 2.92 eV Å⁻¹. The total charge is +2.

Each line ends with the Mulliken charge.
Atoms and positions in Å:
Ir 0.014 0.662 -2.013  1.09
C -1.726 1.186 -5.994  -0.45
C -1.447 -0.109 -5.876  -0.25
C -0.525 -0.830 -6.815  -1.59
C 0.869 -0.190 -7.102  -1.21
C 1.442 0.603 -5.955  0.08
C 1.008 1.788 -5.517  0.16
C 0.194 2.758 -6.302  -1.30
C -1.048 2.132 -6.929  -1.12
C 1.346 1.431 -0.511  -1.73
H -2.611 1.588 -5.506  0.71
H -2.160 -0.720 -5.304  1.42
H -1.041 -1.002 -7.774  0.52
H -0.342 -1.839 -6.439  0.51
H 1.556 -1.032 -7.297  0.37
H 0.871 0.383 -8.042  0.39
H 2.384 0.189 -5.571  0.71
H 1.422 2.258 -4.635  0.13
H 0.797 3.269 -7.071  0.41
H -0.112 3.547 -5.609  0.34
H -1.758 2.934 -7.165  0.50
H -0.780 1.640 -7.870  0.39
H 0.677 2.126 0.039  0.47
H 2.261 1.969 -0.805  0.51
H 1.610 0.602 0.174  0.44
P 1.598 -0.625 -2.844  0.20
P -1.646 -0.696 -2.714  -0.52
N 2.965 0.557 -3.326  0.78
N 2.547 -1.742 -1.878  0.64
N -2.818 0.728 -3.156  0.39
N -2.875 -1.588 -1.794  0.76
C 0.695 -1.753 -3.982  0.57
C -0.812 -2.057 -3.657  -1.34
C 2.796 1.930 -3.128  -1.03
C 3.928 2.613 -3.555  -0.97
C 4.809 1.638 -4.092  -0.69
C 4.215 0.387 -3.906  -0.37
C 3.410 -1.320 -0.852  -0.44
C 4.305 -2.341 -0.564  -0.69
C 4.001 -3.436 -1.436  -0.74
C 2.913 -3.053 -2.203  -0.29
C -2.235 1.969 -2.967  -0.44
C -3.076 2.971 -3.427  -0.80
C -4.255 2.332 -3.911  -0.86
C -4.079 0.952 -3.711  -0.05
C -4.094 -2.047 -2.325  -0.43
C -4.740 -2.823 -1.368  -0.83
C -3.905 -2.849 -0.204  -0.92
C -2.760 -2.125 -0.502  -0.43
H 1.206 -2.719 -4.058  0.87
H 0.767 -1.267 -4.959  -1.56
H -1.402 -2.273 -4.566  0.81
H -0.895 -2.965 -3.026  0.46
H 1.845 2.310 -2.767  1.02
H 4.073 3.682 -3.478  0.50
H 5.745 1.840 -4.582  0.52
H 4.578 -0.600 -4.134  0.56
H 3.302 -0.344 -0.418  0.39
H 5.071 -2.316 0.193  0.49
H 4.502 -4.386 -1.473  0.49
H 2.365 -3.604 -2.938  0.47
H -1.248 2.092 -2.485  0.77
H -2.852 4.031 -3.431  0.53
H -5.117 2.820 -4.360  0.47
H -4.738 0.126 -3.910  0.39
H -4.376 -1.779 -3.337  0.51
H -5.690 -3.324 -1.511  0.45
H -4.130 -3.338 0.737  0.45
H -1.891 -1.950 0.113  0.65
N -1.056 0.560 -0.342  -0.36
C -1.218 0.244 0.789  0.58
N -1.641 -0.340 1.833  -0.46
C -1.355 -0.070 3.091  0.44
N -1.142 0.099 4.234  -0.43

Atomic forces in eV per Å
Ir 1.89 0.57 2.11
C -0.65 0.07 -0.21
C -1.04 0.03 -0.87
C 0.31 -0.39 -0.11
C 0.38 -0.35 -0.48
C 0.47 0.40 -0.26
C 1.04 -0.08 -0.90
C -0.73 0.38 0.34
C -0.26 0.30 -0.44
C -0.10 -0.24 1.17
H 0.46 -0.12 0.02
H 0.50 0.35 -0.34
H 0.08 0.21 0.22
H -0.12 0.00 -0.06
H -0.22 0.35 -0.02
H -0.14 -0.04 0.40
H -0.70 0.02 0.29
H 0.36 -0.17 -0.10
H -0.01 -0.33 0.24
H -0.13 0.09 -0.09
H 0.20 -0.16 -0.16
H -0.19 0.09 0.19
H 0.56 -0.34 -0.37
H -0.28 -0.39 -0.09
H -0.11 0.63 -0.27
P 0.25 -0.88 1.38
P -0.85 -2.72 0.41
N -0.44 0.03 0.11
N -0.33 1.28 -0.36
N -0.87 1.45 0.40
N 0.61 0.28 -0.42
C -0.02 -0.56 -1.05
C 0.47 -0.55 0.60
C -0.59 -1.81 -0.25
C 1.92 -0.85 -0.95
C -0.70 1.96 0.57
C -1.27 -0.21 0.59
C 0.79 -0.85 0.05
C -1.06 0.81 -0.60
C -1.28 0.92 -0.43
C 1.13 -0.40 0.26
C -0.97 -1.47 -0.55
C -2.68 0.21 -1.05
C 1.45 2.15 0.65
C 1.87 -0.81 0.88
C -0.17 -0.32 0.69
C 0.79 0.78 -0.70
C 0.72 0.53 -0.80
C -0.74 -0.32 -0.02
H -0.04 0.33 -0.15
H -0.02 -0.28 0.35
H 0.63 -0.02 0.26
H 0.18 0.42 -0.19
H 0.39 -0.06 0.10
H 0.06 -0.13 -0.13
H 0.19 -0.12 0.09
H 0.12 -0.13 -0.05
H 0.10 0.03 0.02
H -0.01 0.06 0.02
H -0.07 -0.12 0.00
H 0.05 -0.22 -0.08
H -0.52 0.47 -0.41
H -0.14 -0.17 0.02
H 0.21 -0.20 0.13
H -0.13 0.05 -0.05
H 0.00 -0.28 0.23
H 0.18 0.17 0.08
H 0.17 0.10 -0.24
H -0.15 -0.06 -0.20
N -0.57 0.85 0.37
C -1.03 -1.26 1.34
N 0.58 0.83 -1.55
C 0.68 0.55 2.79
N -0.44 -0.34 -2.36

=====

An isolated ion of composition C29H35N2O4 and charge +1, computed with ωB97M-V/def2-TZVPD.

Its HOMO-LUMO gap is 9.0 eV. The LUMO energy is -2.2 eV. Its energy above the lowest of the compared OMol25 structures with the same formula, charge and spin is 0.0 kcal/mol. The calculation puts the largest force on an atom at 1.18 eV Å⁻¹. The total charge is +1.

Each line ends with the natural charge from an NBO analysis.
Atoms and positions in Å:
C -1.594 -2.778 -1.714  -0.63
C -0.719 -3.769 -0.960  0.09
C -0.696 -5.139 -1.618  -0.62
H -1.698 -5.556 -1.620  0.23
H -0.346 -5.054 -2.643  0.22
H -0.038 -5.814 -1.077  0.22
H -1.045 -3.840 0.084  0.21
O 0.655 -3.289 -0.958  -0.49
C 1.059 -2.513 0.012  0.81
O 0.412 -2.144 0.959  -0.62
C 2.522 -2.116 -0.244  -0.37
N 3.298 -1.729 0.957  -0.21
C 3.330 -2.865 1.901  -0.42
H 3.934 -2.614 2.771  0.24
H 2.321 -3.100 2.235  0.25
H 3.757 -3.743 1.419  0.23
C 4.679 -1.431 0.528  -0.41
H 5.280 -1.130 1.384  0.24
H 5.131 -2.314 0.079  0.24
H 4.689 -0.631 -0.208  0.24
C 2.728 -0.552 1.685  -0.23
H 3.430 -0.306 2.483  0.23
H 1.782 -0.858 2.139  0.28
C 2.451 0.707 0.858  -0.26
N 1.110 0.741 0.330  -0.52
C 0.010 1.073 1.129  0.76
O 0.098 1.336 2.293  -0.56
C -1.203 0.907 0.247  -0.33
C -0.631 1.074 -1.164  -0.30
C 0.789 0.610 -1.001  0.76
O 1.570 0.204 -1.831  -0.61
H -1.167 0.495 -1.917  0.25
C -0.589 2.562 -1.619  -0.27
C -1.889 3.238 -1.310  -0.18
C -2.676 2.894 -0.305  -0.17
C -2.431 1.748 0.630  -0.31
C -3.663 0.865 0.675  0.07
C -4.197 0.363 -0.505  -0.25
C -5.307 -0.462 -0.477  -0.20
C -5.895 -0.792 0.733  -0.21
C -5.368 -0.294 1.912  -0.20
C -4.256 0.530 1.883  -0.23
H -3.847 0.916 2.806  0.22
H -5.825 -0.544 2.857  0.22
H -6.764 -1.431 0.755  0.22
H -5.718 -0.842 -1.400  0.22
H -3.748 0.632 -1.451  0.21
H -2.260 2.144 1.639  0.25
H -3.590 3.436 -0.116  0.23
H -2.133 4.082 -1.936  0.23
C 0.575 3.293 -0.976  -0.05
C 0.469 3.862 0.286  -0.17
C 1.566 4.463 0.880  -0.22
C 2.780 4.507 0.218  -0.22
C 2.889 3.960 -1.050  -0.21
C 1.794 3.358 -1.643  -0.22
H 1.886 2.935 -2.633  0.22
H 3.827 4.011 -1.584  0.22
H 3.634 4.981 0.679  0.22
H 1.466 4.903 1.861  0.22
H -0.477 3.855 0.804  0.22
H -0.424 2.563 -2.702  0.24
H -1.475 -0.150 0.388  0.27
H 3.141 0.845 0.023  0.24
H 2.544 1.568 1.529  0.27
H 2.492 -1.284 -0.964  0.31
H 3.011 -2.959 -0.736  0.25
H -2.604 -3.170 -1.785  0.24
H -1.632 -1.827 -1.190  0.21
H -1.202 -2.621 -2.715  0.22

Atomic forces in eV per Å
C 0.35 -0.09 0.24
C -0.73 -0.21 0.03
C 0.20 0.33 0.21
H -0.11 -0.04 -0.01
H 0.01 -0.03 -0.14
H 0.03 -0.09 0.03
H 0.12 0.01 -0.20
O 0.25 -0.16 -0.41
C 0.54 0.22 0.36
O -0.19 -0.03 0.07
C -0.73 -0.26 -0.87
N -0.18 -0.10 0.08
C -0.02 -0.74 0.64
H 0.03 0.14 -0.08
H 0.02 0.14 -0.09
H 0.04 0.11 -0.13
C 0.82 0.20 -0.32
H -0.15 -0.03 0.08
H -0.15 -0.05 0.02
H -0.15 -0.02 0.02
C -0.55 0.91 0.50
H 0.08 -0.17 -0.09
H 0.31 -0.08 -0.04
C 0.04 -0.05 0.00
N 0.19 -0.09 0.09
C 0.11 -0.32 -0.29
O -0.02 0.05 0.37
C -0.27 0.08 0.12
C -0.19 0.10 -0.23
C -0.03 -0.31 0.22
O 0.02 0.09 -0.44
H 0.10 -0.05 0.06
C 0.02 -0.10 0.04
C 0.02 -0.04 -0.16
C -0.01 -0.01 0.03
C 0.05 -0.14 0.01
C 0.00 0.05 0.11
C 0.02 -0.01 0.05
C 0.00 -0.06 -0.08
C -0.07 -0.05 0.04
C -0.07 -0.06 0.04
C 0.05 0.04 -0.04
H 0.06 0.05 0.10
H -0.05 -0.02 0.08
H -0.08 -0.05 0.01
H -0.05 -0.03 -0.08
H 0.02 0.06 -0.13
H -0.02 -0.06 -0.07
H -0.10 0.15 -0.04
H -0.12 0.15 -0.03
C -0.02 0.31 -0.17
C 0.04 0.11 -0.11
C 0.02 -0.02 0.10
C 0.07 0.03 0.04
C 0.10 -0.03 -0.03
C 0.00 0.04 -0.01
H -0.01 -0.05 -0.10
H 0.09 0.02 -0.05
H 0.07 0.07 0.04
H 0.00 0.05 0.10
H -0.11 0.01 0.06
H 0.00 -0.02 0.12
H 0.13 0.12 -0.02
H -0.03 0.05 0.07
H 0.08 -0.14 -0.08
H 0.14 -0.11 0.24
H 0.13 0.09 0.18
H -0.12 -0.02 0.00
H -0.06 0.12 0.03
H 0.01 0.01 -0.13

=====

C29H35N7P2Re as an isolated structure, computed with ωB97M-V/def2-TZVPD.

Its HOMO-LUMO gap (alpha / beta) is 5.0 / 3.3 eV. The LUMO energy (alpha / beta) is -7.9 / -9.6 eV. Its energy above the lowest of the compared OMol25 structures with the same formula, charge and spin is 42.1 kcal/mol. The spin multiplicity is 4. The calculation puts the largest force on an atom at 3.90 eV Å⁻¹. The total charge is +2.

Each line ends with the Mulliken charge.
Atoms and positions in Å:
Re -3.336 -2.554 -1.952  0.14
C -3.508 -2.504 -3.886  -0.07
C -4.218 -1.260 -3.531  0.47
C -5.710 -1.121 -3.328  -1.16
C -6.273 -2.293 -2.530  -1.09
C -5.230 -2.914 -1.642  0.13
C -4.456 -4.168 -2.041  0.10
C -4.556 -4.770 -3.452  -0.97
C -4.236 -3.701 -4.524  -0.85
C -1.709 -3.168 -0.788  -1.20
H -2.500 -2.312 -4.267  0.38
H -3.788 -0.384 -4.054  0.51
H -6.199 -1.052 -4.311  0.46
H -5.922 -0.153 -2.828  0.42
H -7.016 -1.863 -1.865  0.42
H -6.783 -3.027 -3.155  0.33
H -5.518 -2.878 -0.573  0.59
H -4.569 -4.909 -1.243  0.61
H -5.550 -5.205 -3.646  0.37
H -3.798 -5.555 -3.524  0.38
H -3.623 -4.158 -5.331  0.35
H -5.187 -3.365 -4.973  0.29
H -0.732 -3.038 -1.273  0.46
H -1.779 -4.244 -0.566  0.48
H -1.706 -2.602 0.158  0.05
P -3.320 -0.242 0.260  -0.68
P -1.960 1.269 -2.798  -0.08
N -4.506 -1.193 1.454  1.08
N -2.503 0.575 1.522  0.95
N -1.031 -0.099 -3.973  0.31
N -0.869 2.587 -3.234  0.55
C -4.143 1.106 -0.697  -0.64
C -3.253 2.002 -1.644  -0.95
C -4.240 -2.514 1.829  -0.68
C -5.211 -2.964 2.722  -0.50
C -6.102 -1.869 2.936  -0.82
C -5.652 -0.810 2.126  -0.55
C -1.834 -0.194 2.504  -0.54
C -1.867 0.493 3.691  -0.60
C -2.571 1.726 3.461  -0.78
C -2.935 1.765 2.127  -0.53
C -0.331 -1.221 -3.599  -0.33
C 0.178 -1.897 -4.739  -0.78
C -0.337 -1.190 -5.869  -0.60
C -1.066 -0.082 -5.364  -0.19
C -1.217 3.220 -4.443  -0.52
C -0.246 4.138 -4.772  -0.63
C 0.766 4.079 -3.770  -0.66
C 0.371 3.128 -2.830  -0.37
H -4.719 1.783 -0.036  0.95
H -4.907 0.535 -1.271  -0.24
H -3.929 2.470 -2.375  0.62
H -2.716 2.806 -1.119  0.44
H -3.367 -3.008 1.434  0.29
H -5.251 -3.964 3.162  0.47
H -6.961 -1.834 3.594  0.45
H -6.086 0.167 1.960  0.45
H -1.415 -1.155 2.245  0.40
H -1.472 0.128 4.629  0.47
H -2.810 2.469 4.203  0.47
H -3.471 2.500 1.543  0.45
H -0.155 -1.433 -2.563  0.50
H 0.894 -2.711 -4.708  0.51
H -0.251 -1.437 -6.917  0.50
H -1.723 0.604 -5.902  0.40
H -2.140 2.989 -4.944  0.44
H -0.284 4.808 -5.614  0.48
H 1.649 4.699 -3.788  0.47
H 0.824 2.841 -1.899  0.40
N -1.017 0.636 -1.490  -0.10
C -0.107 0.903 -0.745  0.63
N 0.731 1.393 0.066  -0.49
C 1.739 0.678 0.560  0.40
N 2.686 0.148 1.015  -0.43

Atomic forces in eV per Å
Re 2.81 1.40 2.31
C -1.07 -0.70 -2.57
C 1.25 0.57 0.00
C 0.06 0.12 -0.70
C -0.41 1.09 0.30
C -1.73 -1.44 1.39
C -2.22 -0.58 -0.78
C 0.03 0.18 -0.10
C -0.09 -0.46 -0.30
C 0.19 0.76 0.72
H -0.05 0.10 -0.33
H 0.04 -0.31 0.82
H 0.04 0.04 0.15
H 0.16 -0.54 -0.29
H -0.36 -0.25 -0.02
H 0.24 -0.10 0.05
H 0.25 -0.48 -0.35
H 0.81 0.24 0.10
H 0.41 -0.04 0.20
H -0.29 -0.12 0.13
H -0.46 0.41 0.45
H 0.54 0.07 0.00
H -0.15 0.12 -0.05
H -0.35 0.17 -0.18
H 0.33 -0.44 -0.32
P -1.00 -1.48 2.22
P 3.54 0.96 1.24
N 0.30 0.63 -1.44
N 0.59 -0.16 -0.44
N 0.14 -0.70 -0.75
N -1.64 -0.26 -0.89
C -0.61 0.05 0.06
C -1.12 0.02 0.07
C -0.45 -0.10 -0.06
C 0.67 0.67 -0.63
C 0.73 0.89 -1.15
C -0.45 -0.65 0.61
C -0.26 0.83 0.28
C -0.26 -0.33 -0.90
C -0.17 -0.23 -1.12
C 0.12 -0.36 1.06
C -0.02 1.52 -0.63
C -0.67 1.15 -2.15
C 1.00 -1.37 1.65
C -0.64 -0.41 1.47
C 0.80 0.63 0.08
C -0.60 -0.69 0.34
C -1.04 -1.08 0.57
C 0.13 0.51 -0.66
H 0.34 -0.23 -0.37
H 0.53 0.48 0.14
H 0.01 0.11 0.35
H -0.04 -0.30 0.04
H 0.00 -0.14 0.12
H 0.06 0.56 -0.13
H 0.14 -0.01 -0.18
H 0.08 -0.08 0.18
H -0.06 0.04 0.10
H 0.05 0.16 -0.11
H 0.13 0.10 -0.08
H 0.08 -0.04 0.30
H 0.01 -0.05 0.21
H -0.37 -0.02 -0.14
H 0.24 0.04 0.07
H 0.49 -0.03 0.17
H -0.21 0.00 -0.04
H 0.07 -0.07 -0.05
H 0.05 -0.16 0.38
H 0.09 0.02 -0.09
N 0.03 -0.16 0.09
C 0.85 1.70 1.16
N -2.42 -1.68 -1.89
C 3.35 -1.30 1.51
N -2.55 1.22 -1.17

=====

What is the energy above the lowest of the compared OMol25 structures with the same formula, charge and spin in the first record?
0.0 kcal/mol